--- A ---
The molecule C3H4O4. Source: OMol25; level of theory: the ωB97M-V functional and the def2-TZVPD basis.

```
11
C3H4O4, DFT the ωB97M-V functional and the def2-TZVPD basis
C 0.02 -0.05 -0.39
C -0.87 -0.56 0.73
C 1.16 0.82 -0.80
O -1.35 0.35 -0.20
O 0.00 -1.41 -0.93
O -0.80 -1.86 0.19
O -0.90 -0.36 2.03
H 2.07 0.25 -0.86
H 1.40 1.67 -0.22
H 0.97 1.19 -1.79
H -1.71 -0.03 2.25
```

- SMILES = C[C@@]12OO[C@]1(O)O2
- multiplicity = 1
- E_LUMO (eV) = 0.624
- HOMO (Ha) = -0.365

***

--- B ---
A cluster of 2 separate species, C3H4O4 in total. Source: OMol25; level of theory: the ωB97M-V functional and the def2-TZVPD basis.

```
11
C3H4O4, DFT the ωB97M-V functional and the def2-TZVPD basis
C -1.62 1.50 -0.79
C -0.41 0.89 -1.30
C 0.50 -1.34 1.10
O -0.61 -0.88 0.91
O 0.63 1.47 -1.52
O -1.99 1.31 0.42
O -0.63 -0.37 -1.63
H 1.33 -0.63 1.21
H 0.63 -2.39 1.12
H -1.33 0.74 0.83
H 0.03 -0.41 -2.41
```

- multiplicity = 1
- E_LUMO (eV) = -0.151
- HOMO (Ha) = -0.320

***

In kcal/mol, relative to the most stable structure: A 31.6; B 0.0.